1.
{
  "formula": "C35H35GeN4O3OsS2",
  "method": "ωB97M-V/def2-TZVPD",
  "total_charge": 1,
  "energy_ev": -129616.307,
  "max_force_ev_per_a": 0.81,
  "homo_energy_ev": -10.54,
  "de_lowest_kj_mol": 0.00,
  "mol_weight_g_mol": 886.7,
  "species": ["C", "C", "H", "C", "C", "H", "O", "C", "C", "H", "H", "H", "N", "C", "C", "H", "H", "C", "N", "C", "H", "C", "H", "C", "H", "H", "H", "C", "C", "Ge", "C", "H", "C", "S", "H", "C", "C", "H", "C", "C", "H", "Os", "H", "H", "N", "H", "H", "H", "H", "C", "O", "C", "H", "C", "S", "C", "C", "C", "C", "C", "H", "H", "C", "H", "H", "C", "H", "C", "C", "O", "H", "C", "C", "C", "H", "H", "H", "H", "H", "N", "H"],
  "coordinates": [[0.905, 3.907, 2.245], [-1.597, 2.823, -3.927], [1.723, 7.017, 0.125], [0.695, 2.900, -2.377], [0.779, 3.109, -3.746], [-2.643, 2.384, -2.121], [3.965, -5.323, 1.607], [-2.534, -1.192, 2.374], [-4.645, 3.183, 1.099], [1.426, 0.050, -1.963], [0.477, 5.154, -0.873], [3.106, -6.606, -0.555], [2.535, -3.624, 1.961], [0.492, 3.952, 0.913], [-2.931, -1.008, 0.165], [2.459, 6.903, 2.483], [-1.564, 1.633, 2.812], [2.866, -4.492, -0.357], [-0.981, -0.743, -1.196], [-2.939, -0.913, -2.389], [0.663, -7.215, -0.433], [1.666, -2.702, 1.512], [1.171, -6.356, 1.013], [-2.430, 2.061, 2.314], [-3.677, 1.842, 4.048], [1.600, 2.955, -1.781], [-0.311, 3.258, -5.590], [4.780, -2.835, -0.763], [1.608, 4.961, 2.810], [-0.535, 2.469, 0.180], [-1.675, 2.601, -2.558], [5.670, -2.646, -1.361], [3.188, -4.544, 1.127], [-4.229, -1.273, 2.300], [-2.497, 2.798, -4.529], [-0.370, 3.077, -4.524], [1.909, 6.080, 2.046], [-5.504, 3.638, 0.622], [-2.319, 2.510, 0.997], [0.916, -0.477, -2.768], [3.953, -4.250, -2.175], [-0.020, -1.020, 0.605], [2.776, -3.629, 2.944], [1.740, 3.313, -4.203], [-1.989, -1.054, 1.184], [4.879, -4.992, -0.872], [0.674, 3.045, 2.864], [0.962, 0.981, 1.720], [1.921, 4.909, 3.845], [4.180, -4.190, -1.110], [1.141, -1.845, 2.276], [-3.444, 3.087, 0.408], [-3.390, 3.499, -0.592], [-4.738, 2.727, 2.406], [-1.748, -0.740, -3.597], [-4.205, -1.113, 0.598], [1.498, 6.143, 0.722], [0.241, 0.795, 0.909], [0.795, 5.085, 0.161], [-3.621, 2.175, 3.017], [4.079, -2.019, -0.961], [1.029, 0.102, -3.683], [-1.788, -1.241, 3.660], [-5.110, -1.109, 0.014], [-1.888, -2.221, 4.127], [-0.518, -0.634, -2.419], [2.182, -5.849, -1.850], [2.325, -5.876, -0.770], [-2.364, -0.879, -1.166], [1.503, -3.332, -1.922], [-3.983, -1.024, -2.632], [1.836, -3.439, -0.766], [1.030, -6.257, -0.067], [-0.533, 2.639, -1.761], [-5.667, 2.824, 2.953], [0.243, -5.520, -0.246], [-0.729, -1.042, 3.493], [5.080, -2.782, 0.286], [-2.194, -0.497, 4.345], [1.285, -2.622, 0.208], [1.364, -1.462, -2.893]],
  "forces_ev_per_angstrom": [[0.0103, 0.0005, 0.0255], [0.0250, -0.0108, -0.0325], [0.0012, 0.0007, 0.0030], [0.0003, -0.0026, -0.0365], [-0.0088, 0.0055, 0.0013], [0.0460, -0.0069, -0.0087], [-0.0156, 0.0273, -0.0180], [-0.0186, -0.0016, 0.0240], [0.0069, -0.0068, 0.0295], [0.0144, -0.0232, 0.0163], [0.0061, -0.0013, 0.0199], [-0.0122, -0.0062, 0.0132], [0.0451, -0.0416, -0.0243], [0.0808, -0.0582, 0.0635], [0.0534, 0.0247, -0.0304], [-0.0023, -0.0005, -0.0008], [-0.0052, -0.0013, -0.0063], [-0.0239, 0.0119, 0.0855], [-0.2226, 0.0669, 0.0996], [-0.1343, 0.0611, 0.0053], [0.0107, -0.0025, 0.0091], [-0.0410, 0.1997, -0.0880], [0.0014, 0.0076, -0.0065], [-0.0006, -0.0563, 0.0461], [0.0026, 0.0079, -0.0070], [-0.0124, -0.0034, 0.0065], [0.0001, -0.0034, 0.0018], [0.0301, 0.0435, -0.0023], [0.0030, 0.0173, -0.0142], [-0.1619, -0.0775, -0.0154], [-0.0647, -0.0749, -0.0063], [0.0033, -0.0080, 0.0106], [0.0149, -0.0521, 0.0097], [-0.0419, -0.0454, -0.0015], [0.0020, 0.0037, -0.0005], [-0.0172, 0.0006, 0.0235], [-0.0093, -0.0069, -0.0070], [0.0010, 0.0015, 0.0030], [-0.0108, 0.0619, -0.0476], [-0.0177, 0.1143, -0.0727], [0.0021, 0.0185, 0.0063], [-0.7575, -0.2267, -0.1696], [-0.0062, -0.0017, 0.0172], [-0.0032, -0.0011, 0.0005], [0.2093, 0.1449, 0.0747], [0.0105, 0.0139, 0.0081], [0.0056, 0.0103, -0.0142], [0.0279, 0.0234, 0.0616], [0.0006, 0.0017, -0.0006], [-0.0439, -0.0496, -0.0367], [0.0540, -0.0856, -0.0438], [0.0000, 0.0303, -0.0496], [0.0027, 0.0018, 0.0500], [0.0179, 0.0170, -0.0138], [0.0372, 0.0084, -0.0134], [-0.0264, 0.0106, -0.0462], [0.0068, -0.0010, 0.0288], [0.3569, -0.5437, -0.1430], [-0.0393, 0.0132, -0.0389], [-0.0209, -0.0161, -0.0013], [0.0009, -0.0033, -0.0057], [-0.0222, -0.0081, -0.0075], [0.1040, 0.0465, -0.0093], [0.0015, 0.0095, 0.0183], [-0.0019, 0.0025, -0.0078], [0.1076, -0.0064, 0.0270], [-0.0182, -0.0007, 0.0087], [0.0562, 0.0123, -0.0574], [0.0745, 0.0071, -0.1397], [-0.0117, -0.1073, 0.0674], [0.0108, -0.0023, 0.0101], [-0.0396, -0.0461, -0.0737], [-0.0383, -0.0205, 0.0212], [0.0993, 0.0022, 0.0140], [-0.0008, -0.0093, -0.0045], [-0.0011, -0.0003, -0.0100], [-0.1181, -0.0045, -0.0065], [-0.0104, -0.0017, -0.0004], [0.0221, -0.0013, 0.0437], [0.4040, 0.5556, 0.3771], [0.0100, 0.0424, -0.0116]],
  "lowdin_charge": [-0.11, -0.09, 0.11, -0.14, -0.08, 0.08, 0.15, -0.60, -0.07, 0.07, 0.10, 0.13, 0.24, -0.27, -0.30, 0.11, 0.09, -0.31, -0.10, -0.30, 0.08, -0.53, 0.08, -0.13, 0.11, 0.11, 0.11, -0.06, -0.08, 0.96, -0.13, 0.08, -0.39, 1.15, 0.11, -0.07, -0.08, 0.11, -0.26, -0.06, 0.13, 1.37, 0.18, 0.11, -0.09, 0.13, 0.09, -0.01, 0.11, -0.16, -0.08, -0.10, 0.09, -0.08, 1.15, -0.28, -0.08, -0.34, -0.10, -0.10, 0.08, 0.08, -0.05, 0.09, 0.10, -0.59, 0.13, -0.16, -0.31, 0.10, 0.09, -0.43, -0.07, -0.29, 0.11, 0.08, 0.06, 0.08, 0.09, 0.03, 0.07]
}

---

2.
{
  "formula": "C35H35N3O7S2Ti",
  "method": "ωB97M-V/def2-TZVPD",
  "energy_ev": -100453.707,
  "max_force_ev_per_a": 0.60,
  "homo_energy_ev": -7.75,
  "de_lowest_kj_mol": 18.51,
  "mol_weight_g_mol": 721.7,
  "species": ["C", "H", "C", "H", "H", "H", "C", "H", "C", "N", "C", "O", "H", "N", "C", "C", "H", "H", "C", "H", "C", "H", "Ti", "H", "C", "C", "C", "H", "C", "H", "H", "C", "C", "C", "C", "C", "O", "H", "H", "C", "H", "H", "C", "H", "S", "C", "H", "H", "O", "O", "C", "O", "C", "H", "N", "H", "C", "H", "C", "C", "C", "H", "C", "H", "C", "C", "H", "O", "S", "C", "H", "C", "C", "H", "O", "H", "C", "C", "H", "H", "H", "H", "H"],
  "coordinates": [[3.762, 0.225, -0.200], [5.293, -2.570, 0.922], [0.150, -1.493, 0.765], [2.166, -0.637, -5.837], [3.873, 4.376, 6.972], [4.479, -0.186, 4.325], [1.506, 0.988, -4.598], [3.838, 5.108, -1.098], [5.049, -1.523, 0.793], [0.422, 2.550, 0.566], [0.084, -2.376, 3.161], [0.939, -1.349, -0.205], [0.749, -3.044, 3.701], [2.646, 0.671, -1.036], [3.994, 3.349, 7.319], [5.727, -0.589, 1.558], [5.985, 1.485, 2.007], [-4.084, 4.901, 2.053], [-1.998, 5.168, 1.617], [0.689, 2.402, -3.211], [3.386, 4.643, -0.231], [-1.942, 1.384, 0.907], [0.760, 0.741, 0.078], [1.115, -3.231, 1.428], [1.579, -0.345, -4.977], [0.131, -0.932, -3.142], [3.373, 4.194, 2.132], [3.460, 3.260, 8.267], [5.437, 0.761, 1.415], [-0.925, -2.546, 3.530], [-0.278, -0.336, 3.241], [4.454, 1.176, 0.535], [-0.658, 0.812, -1.496], [0.061, 0.403, -2.735], [-3.127, 3.064, 1.484], [1.634, 3.300, 0.738], [2.768, -1.604, 3.052], [4.875, 5.359, 1.137], [5.339, 1.396, 5.956], [0.879, -1.300, -4.248], [3.829, 4.293, 3.109], [1.755, 2.981, 2.855], [3.962, 4.789, 1.022], [3.503, -1.853, -0.669], [1.918, -0.468, 3.173], [-3.161, 4.425, 1.748], [-0.396, -1.686, -2.572], [-1.481, 0.141, -1.255], [6.508, -0.469, 3.985], [-0.597, -0.496, 1.051], [2.449, 0.589, 4.455], [1.757, 0.395, 1.987], [2.099, 2.397, 5.967], [0.920, -2.341, -4.544], [0.417, -0.999, 3.565], [-4.026, 2.468, 1.581], [1.587, 1.514, 5.039], [1.740, 3.798, -1.341], [4.286, 1.438, 5.706], [-1.947, 2.448, 1.099], [2.211, 3.453, 1.995], [1.440, 3.114, 6.441], [3.797, 0.531, 4.775], [2.031, 1.744, -5.168], [0.190, -2.703, 1.649], [-0.772, 3.194, 0.970], [-2.009, 6.233, 1.814], [6.906, -2.544, 2.747], [6.975, -1.097, 2.747], [0.754, 1.355, -3.491], [2.486, 0.014, -1.800], [4.055, -1.122, -0.091], [2.221, 3.900, -0.374], [4.220, 2.227, 0.430], [8.200, -0.522, 2.231], [-1.030, 1.834, -1.562], [3.457, 2.374, 6.309], [-0.812, 4.565, 1.229], [5.052, 3.176, 7.507], [0.534, 1.540, 4.786], [-0.641, -3.351, 1.356], [2.874, 1.565, -1.466], [0.084, 5.163, 1.128]],
  "forces_ev_per_angstrom": [[-0.0156, 0.0692, -0.0400], [0.0121, 0.0130, -0.0009], [-0.0070, -0.0539, 0.0750], [-0.0026, -0.0015, 0.0036], [-0.0081, -0.0060, -0.0021], [0.0133, 0.0328, -0.0105], [-0.0003, 0.0090, 0.0185], [0.0036, -0.0013, 0.0089], [-0.0457, -0.0328, -0.0121], [-0.0892, -0.1434, 0.2875], [0.0439, 0.0195, 0.0138], [0.0109, -0.2625, 0.0333], [-0.0243, -0.0216, 0.0009], [-0.0779, -0.1358, 0.1175], [0.0208, 0.0029, 0.0114], [-0.0205, -0.0323, -0.0364], [0.0036, -0.0199, -0.0039], [0.0045, -0.0024, -0.0038], [0.0134, 0.0065, -0.0102], [-0.0192, -0.0005, 0.0089], [-0.0357, -0.0049, 0.0022], [0.0172, -0.0074, 0.0079], [0.1566, 0.4741, -0.3242], [0.0122, 0.0221, 0.0025], [0.0084, -0.0045, -0.0128], [0.0612, -0.0066, 0.0120], [0.0013, -0.0012, 0.0130], [-0.0052, -0.0019, -0.0050], [0.0147, 0.0765, -0.0013], [-0.0185, 0.0234, -0.0374], [-0.0216, -0.0078, -0.0031], [0.0359, -0.0592, -0.0020], [-0.0050, -0.1806, -0.0268], [0.0617, 0.1801, 0.0772], [0.0127, -0.0213, -0.0138], [-0.0074, -0.0270, -0.1616], [-0.0349, -0.0025, -0.0222], [-0.0054, -0.0035, -0.0077], [-0.0004, -0.0200, -0.0352], [0.0046, -0.0056, 0.0098], [-0.0029, -0.0010, -0.0029], [-0.0006, 0.0214, -0.0305], [0.0125, 0.0077, 0.0059], [-0.0220, 0.0062, -0.0095], [0.0349, -0.1037, -0.0400], [-0.0198, 0.0073, 0.0094], [-0.0050, 0.0020, -0.0065], [0.0108, -0.0298, -0.0250], [-0.0256, -0.0097, -0.0047], [-0.0716, 0.0720, 0.0728], [0.1365, -0.0357, -0.0376], [0.0410, 0.1030, 0.0197], [0.0027, -0.0027, -0.0076], [0.0024, 0.0046, -0.0029], [0.0304, -0.0029, 0.0707], [-0.0008, 0.0109, 0.0003], [-0.0387, 0.0009, 0.0097], [-0.0105, 0.0040, -0.0053], [0.0470, 0.0033, 0.0280], [-0.0378, 0.0491, 0.0053], [0.0193, -0.0278, -0.0013], [-0.0030, -0.0001, -0.0048], [-0.0874, -0.0069, 0.0083], [-0.0020, -0.0061, 0.0005], [-0.0983, -0.0349, -0.0361], [0.0199, 0.0407, -0.1185], [-0.0008, -0.0044, 0.0008], [-0.0011, 0.0032, 0.0011], [0.0051, 0.0251, 0.0717], [-0.0167, 0.0185, -0.0256], [0.0106, -0.0205, 0.0129], [0.0487, 0.0282, 0.0052], [0.0335, 0.0479, 0.0569], [0.0009, -0.0098, -0.0151], [0.0194, 0.0120, -0.0050], [-0.0201, 0.0059, 0.0364], [-0.0125, -0.0011, -0.0003], [-0.0291, -0.0132, 0.0077], [-0.0064, 0.0018, -0.0044], [-0.0074, -0.0099, -0.0129], [0.0079, -0.0149, 0.0243], [-0.0356, 0.0032, 0.0156], [0.0037, -0.0048, 0.0025]],
  "lowdin_charge": [-0.29, 0.12, -0.59, 0.10, 0.08, 0.09, -0.08, 0.11, -0.04, -0.09, -0.17, -0.04, 0.12, 0.06, -0.04, -0.25, 0.13, 0.10, -0.08, 0.11, -0.07, 0.09, 1.19, 0.13, -0.09, -0.06, -0.05, 0.08, -0.03, 0.13, 0.10, -0.03, -0.16, -0.32, -0.08, -0.33, -0.20, 0.11, 0.13, -0.07, 0.11, 0.11, -0.07, 0.12, 0.73, -0.09, 0.11, 0.08, -0.37, -0.09, -0.28, -0.36, -0.04, 0.11, -0.12, 0.11, -0.08, 0.11, 0.00, -0.03, -0.02, 0.12, -0.02, 0.11, -0.05, -0.25, 0.11, -0.35, 0.42, -0.08, 0.11, -0.03, -0.05, 0.08, -0.34, 0.07, -0.26, -0.01, 0.08, 0.12, 0.14, 0.11, 0.11]
}